# 1
Molecular formula: C38H45AuNO5PSSi
Method: DFT, wB97M-V/def2-TZVPD

Structure (XYZ):
```
93
Properties=species:S:1:pos:R:3:forces:R:3
C 1.343496 3.342576 2.623166 0.26 -0.06 0.25
H -3.062970 3.013709 0.686166 -0.09 0.03 0.11
C 5.039498 -1.413630 0.361576 -0.32 0.00 0.19
H 1.771642 5.367932 3.163577 0.05 0.04 0.08
C -3.153055 3.327902 -0.345767 0.14 -0.02 -0.09
C -7.275420 -1.413539 -1.199381 0.52 0.25 0.06
H 3.193480 -0.408514 3.818817 0.19 0.04 0.08
H 4.862683 -2.424624 0.010054 0.12 -0.27 -0.11
H -8.784071 -2.921982 -1.337857 -0.05 -0.04 0.00
H 2.373387 -4.313753 2.231812 -0.05 -0.19 -0.07
C -6.902792 -3.769202 -0.751351 -0.76 0.21 -0.17
C -5.096016 -2.249457 -0.479955 -2.58 -0.59 -0.76
H 2.790502 -4.273508 0.013173 0.16 -0.20 0.09
Au -1.865361 0.008408 0.242286 1.15 1.96 -1.02
C 3.546438 -1.421346 3.659201 -0.13 0.13 -0.29
O -0.782051 0.452342 2.352361 0.82 0.35 0.82
H 0.431080 6.311828 1.301671 -0.03 0.16 -0.03
H 3.244078 3.336556 -2.963412 0.15 0.07 0.01
H 2.947863 -3.217771 -1.384600 0.17 0.01 -0.15
H 2.902275 1.771979 -4.836942 0.02 -0.02 -0.04
C -5.942933 -1.189608 -0.902755 -0.86 -1.58 0.14
H -0.722434 4.813289 -0.271935 -0.02 0.06 -0.05
C -2.277131 3.289581 -2.592178 0.14 -0.04 0.20
H 0.463286 -2.879685 3.167711 -0.16 -0.16 -0.03
C 0.393236 1.867409 -1.904872 0.08 0.16 0.28
H 4.930204 1.228694 0.565925 0.14 0.06 -0.09
H -0.324266 -4.189703 -0.073116 -0.06 0.03 -0.13
C -7.747172 -2.713979 -1.113805 0.12 -0.56 0.06
C -5.579856 -3.552679 -0.426291 0.76 0.62 0.10
S 0.616820 0.799508 2.219650 -1.22 -0.81 0.19
C 2.394715 2.672014 -2.961710 0.15 0.04 -0.11
C -3.384488 4.005691 -3.013372 -0.11 0.05 -0.11
H 1.656204 3.398192 -1.089508 0.10 0.04 -0.01
C 2.199249 1.795609 -4.016151 -0.01 0.05 0.04
H 5.824095 -0.969559 -0.247637 0.15 0.07 -0.13
H 5.406221 -1.460051 1.379906 0.12 -0.11 0.19
P -0.826410 1.936375 -0.551713 -0.48 -0.92 -0.71
C 0.548511 -1.997748 -1.249988 0.13 0.25 0.32
H -7.302736 -4.771863 -0.703506 -0.04 -0.05 -0.03
C -4.240053 4.061784 -0.769696 0.06 0.07 -0.02
C -0.057385 3.009449 0.670229 0.51 0.61 0.39
C -4.355758 4.398482 -2.109418 -0.02 -0.01 0.02
H 0.928230 0.291689 -4.851722 -0.02 -0.10 -0.03
H 1.881471 2.902060 3.446694 0.09 0.02 0.09
C 3.087752 -3.647006 2.699318 -0.17 0.26 -0.41
H 1.448471 -2.782190 4.622749 0.08 -0.11 0.12
H 0.598871 -4.165029 1.412815 -0.01 -0.06 0.10
H -3.488748 4.250074 -4.059439 -0.03 0.05 -0.11
H 3.310279 -4.050001 3.686158 0.08 0.04 0.15
H 3.675881 -1.885418 4.636155 -0.02 -0.16 0.12
C 0.181978 -3.532402 0.635168 0.22 0.27 0.18
C -2.156624 2.958803 -1.248612 0.01 -0.07 0.24
H 3.191298 1.471057 0.742874 -0.02 0.16 -0.05
H -0.193808 -1.300804 -0.854118 0.01 0.01 -0.16
C -3.852712 -1.624450 -0.164922 2.50 1.77 0.52
C 1.267918 4.713832 2.470175 -0.44 0.16 -0.63
C 0.192475 0.986865 -2.967619 -0.02 0.12 0.17
C 2.236264 -3.720710 -0.737044 0.14 0.27 0.25
H -4.934676 -4.370079 -0.144276 0.07 -0.07 0.10
H -0.678691 0.345082 -2.973804 -0.03 -0.11 0.03
H 0.842558 -1.316416 3.868319 -0.10 -0.14 0.18
C 0.508856 5.243384 1.419188 0.51 -0.08 0.70
C 1.260037 -2.722080 -0.102159 0.12 0.11 0.06
C -5.166865 0.071098 -0.894917 0.39 0.61 0.05
H -0.568298 -2.880050 1.072519 -0.18 0.00 0.08
O -5.540122 1.189054 -1.214805 0.08 -0.83 0.17
O 1.185855 -0.071261 1.057212 -0.41 1.01 0.74
O 1.410780 0.666570 3.396446 0.45 0.37 0.04
H -5.220585 4.944904 -2.448819 -0.10 0.10 -0.07
H 1.679781 -4.437218 -1.341317 -0.08 -0.07 -0.07
H 4.384913 0.300021 -1.620736 0.11 0.10 0.00
H 4.517619 -1.400920 3.173388 0.15 0.06 0.03
Si 2.196876 -1.446666 1.063329 1.05 -1.03 -0.44
C -0.136635 4.405487 0.538801 -0.07 -0.71 -0.14
H -1.523416 2.987040 -3.306400 0.03 0.03 0.00
H 2.638334 0.299164 -1.385304 -0.13 0.06 -0.15
C 4.011186 0.784165 0.944776 -0.33 -0.36 0.04
O -2.752712 -2.033412 0.323644 -1.93 -1.09 -0.57
H 1.246267 -1.442773 -1.867653 0.04 0.10 -0.17
C 1.502187 2.708117 -1.906586 -0.15 -0.06 -0.07
C 0.699402 2.496128 1.737867 -0.53 0.22 -0.72
C 1.093855 0.958280 -4.018020 -0.03 -0.03 -0.10
H 3.488643 -1.198016 -1.809299 -0.05 -0.06 -0.16
C 1.234723 -2.305786 3.666507 -0.06 0.14 -0.27
N -3.928154 -0.296016 -0.442678 -0.16 -0.25 0.26
H 0.027904 -2.721602 -1.877929 -0.04 -0.12 -0.05
C 3.545556 -0.278514 -1.232604 -0.26 -0.20 0.29
H -7.918015 -0.587221 -1.470682 -0.01 0.01 -0.07
H 3.997035 -3.651563 2.105693 0.26 -0.13 -0.05
C 2.525330 -2.223451 2.836526 -0.07 0.27 -0.03
C 3.764868 -0.570883 0.259068 -0.12 -0.26 0.03
H 4.099462 0.675121 2.019395 0.09 0.08 0.26
H -4.999462 4.356831 -0.063690 -0.13 -0.02 0.06
```
Forces are in eV/Å.

Properties
Energy (Eh): -3070.77339

***

# 2
Molecular formula: C38H45BrCl4MnN7O2
Method: DFT, wB97M-V/def2-TZVPD

Structure (XYZ):
```
98
Properties=species:S:1:pos:R:3:forces:R:3
H -1.819062 3.110662 -3.667735 -0.01 0.00 0.01
C -1.630769 0.218332 -5.299721 0.04 0.03 0.07
Mn 0.833159 -0.246254 -0.150197 0.82 -0.24 0.10
H 3.132756 3.357781 1.905509 -0.03 -0.01 0.02
H 2.043788 -2.692261 3.982997 -0.02 -0.01 -0.06
C -1.528084 -0.791968 5.171705 0.02 0.03 -0.01
H 2.456740 1.764569 2.131867 -0.02 0.08 0.05
C 2.118652 -3.836890 -1.470098 0.07 0.01 0.01
H -2.344439 1.293946 -2.249294 -0.04 0.09 0.11
H -1.650955 -0.959243 3.042221 -0.02 -0.01 -0.07
H 0.966348 4.411954 1.902260 -0.01 0.08 0.00
H 3.127674 -3.974235 -1.071945 -0.03 -0.03 -0.01
H 0.378837 1.665546 -6.166492 -0.01 0.02 -0.02
H 2.192770 -4.796708 2.281460 -0.04 0.03 0.01
C 0.184923 1.660052 -2.842243 -0.10 -0.07 -0.13
Cl 5.418129 1.197966 1.480223 0.05 -0.06 -0.09
C 0.870225 3.097076 0.255712 -0.12 0.17 0.09
Cl 3.824520 -1.309042 -4.013147 0.07 0.03 0.04
C -0.592001 1.478379 2.688324 0.11 -0.22 0.05
C 0.974063 3.327879 1.764343 -0.03 -0.08 -0.05
N 0.099707 0.437658 1.986462 -0.21 0.27 -0.13
N -0.514074 0.362811 -2.686528 -0.20 -0.02 -0.07
C 0.720958 -0.435682 2.711796 -0.14 -0.07 0.14
C 0.502546 1.250562 -5.164005 -0.05 0.00 0.07
O 2.708367 0.418300 0.537054 -0.06 0.01 -0.06
H -1.796827 -1.836662 5.353088 0.00 0.05 -0.02
H -0.215440 2.359257 -2.102089 0.02 -0.06 -0.08
C -0.233576 2.829823 2.544122 -0.04 0.14 -0.06
C -4.860338 1.846154 0.435384 0.08 0.15 0.01
C 5.019308 0.484278 -0.054965 0.18 0.00 0.03
H -0.558994 -1.509554 -3.646239 -0.03 0.00 0.01
C -2.641803 0.321523 0.129681 -0.17 0.04 -0.05
H -3.210932 1.857452 4.831501 0.04 0.02 -0.02
H -4.049395 -0.081559 4.711400 0.01 -0.03 -0.03
H -1.952601 -0.183640 5.976305 0.01 -0.02 -0.03
H -2.170309 -0.728960 -5.232574 -0.01 -0.02 0.01
H 0.489329 -5.993615 0.691535 0.03 0.02 -0.03
C -0.012532 -0.567220 -3.737671 -0.22 0.07 0.04
H -0.473958 -4.524909 -1.909324 0.01 0.02 0.04
H -0.020442 3.584092 -0.155122 0.07 -0.05 0.07
N 0.001948 2.224333 -4.182878 -0.04 -0.07 -0.02
C 1.792798 -3.816599 2.072129 0.10 0.08 -0.05
N -2.487822 1.644943 0.203436 0.05 0.00 -0.06
C 1.198774 -5.688540 -0.082617 -0.01 -0.07 -0.03
H 1.756969 3.481544 -0.253263 -0.01 -0.02 0.01
C -3.569814 2.364248 0.351548 -0.16 0.00 0.05
N -0.209452 -0.029779 -5.086640 0.05 0.05 0.05
C 1.257064 -3.377420 0.846174 -0.17 -0.18 0.06
H -5.981937 0.024910 0.385779 0.01 0.02 -0.01
H -1.109761 -4.233550 -0.273347 0.04 0.01 -0.03
H -3.829381 -1.584536 3.820634 0.01 0.05 0.00
H -1.741503 -0.245835 -0.025892 0.21 -0.24 0.08
H -2.476613 -0.357223 -2.887994 -0.01 0.00 0.01
C -2.074063 -0.319501 3.816235 0.02 0.08 0.04
C -3.867851 -0.311485 0.181937 0.06 -0.06 -0.01
C -1.671120 1.125429 3.530611 0.07 -0.07 0.10
C -0.989517 3.792419 3.208320 0.04 -0.01 0.02
H 1.036942 -0.750457 -3.557086 0.17 0.00 0.03
H 1.562930 1.074002 -4.980057 0.02 -0.01 0.01
C 5.675955 -0.355853 -2.218394 -0.11 -0.09 -0.10
C 6.020013 0.202845 -1.004836 -0.04 0.07 0.15
Cl 7.681510 0.562346 -0.643879 -0.10 -0.02 -0.02
H -2.632915 4.236188 4.520824 0.02 -0.02 -0.02
C 1.065743 -4.201362 -0.413733 0.00 0.10 0.01
C -1.945129 0.593881 -2.975555 0.12 0.02 -0.04
C 4.321305 -0.637942 -2.483477 0.20 -0.01 -0.16
N 0.841099 -2.102981 0.947166 -0.07 0.13 -0.13
C -2.063439 3.463192 4.017794 0.05 -0.05 -0.02
H 0.810854 2.037064 0.025634 0.00 0.00 -0.02
Br -3.339666 4.253201 0.405606 -0.02 -0.03 -0.02
C 1.130176 -1.699966 2.231775 0.01 0.01 0.06
C 1.721111 -2.735460 2.951505 0.05 -0.13 -0.01
O 2.054373 -0.612465 -1.758942 -0.05 0.11 -0.10
H -0.467526 -2.890199 -1.227123 0.00 0.02 -0.03
H -0.711688 4.833681 3.089612 0.00 0.00 -0.01
C -1.431812 2.409201 -4.410121 0.04 -0.08 0.02
H -3.931986 -1.389351 0.101146 0.02 0.06 0.01
H -1.779956 0.636179 -6.298300 0.01 0.01 -0.01
N -2.182429 1.149111 -4.311263 0.07 0.02 0.02
C -2.385130 2.130210 4.183740 0.00 -0.01 -0.08
H -5.709170 2.501298 0.566466 0.01 0.00 -0.02
C -0.333912 -3.946947 -0.990023 0.02 -0.01 0.03
C 3.681065 0.194929 -0.296704 -0.08 0.06 0.20
C -4.998368 0.475984 0.334943 -0.15 -0.02 0.08
H -0.443587 -0.707465 5.231114 -0.05 -0.02 0.03
Cl 6.887883 -0.724036 -3.407353 -0.07 0.03 0.06
C -3.592431 -0.516849 3.818657 0.00 -0.07 0.02
H -1.585524 2.830541 -5.406092 0.01 0.00 -0.02
H -4.058896 -0.061204 2.949234 -0.04 0.03 -0.10
H 2.207890 -5.924938 0.263204 -0.04 0.00 -0.01
H 0.881346 -0.243931 3.773618 0.06 0.04 -0.03
H 2.314064 2.979400 3.432330 0.01 0.03 -0.02
H 2.005520 -4.480809 -2.349167 0.01 0.02 0.03
H 1.245384 1.496799 -2.656821 0.04 -0.01 0.00
C 2.292760 2.817700 2.350569 -0.01 0.00 0.05
H 2.031999 -2.797695 -1.788223 -0.05 -0.04 0.03
C 3.331986 -0.377206 -1.555503 -0.32 -0.06 -0.05
H 1.006664 -6.281638 -0.982015 0.02 0.01 0.05
```
Forces are in eV/Å.

Properties
ΔE to the lowest compared entry with this formula, charge and spin (kcal/mol): 13.3
Total charge: -1
Energy (Eh): -7574.75185
Multiplicity: 6

***

Q: energy of number 2 (C38H45BrCl4MnN7O2)?
A: -7574.75185 Eh